No. 1
Entry from the Open Molecules 2025 dataset: a molecular structure, C45H56N9O4PPbSe in a non-equilibrium geometry (ωB97M-V/def2-TZVPD).

Calculated values
Kohn-Sham gap	5.25	eV
ΔE to the lowest compared entry with this formula, charge and spin	25.2	kcal/mol
HOMO level	-1.512	eV
net charge	-2

Last column: Löwdin charge in e.
Atoms and positions in Å:
1 Pb 0.58100 -0.85486 0.21751  0.9385
2 Se 0.17719 -3.50199 0.53737  -0.1327
3 P 2.77811 0.32352 2.90061  0.8319
4 O -4.67144 1.00017 2.89393  -0.1430
5 O 0.13814 -1.20624 -2.14657  -0.2269
6 O -1.68350 4.97614 -1.29106  -0.1067
7 O -6.08520 4.14419 -1.86074  -0.0948
8 N 1.21507 1.10326 -1.02551  0.0219
9 N -3.26978 1.29353 0.76108  0.1362
10 N 4.45010 -2.25473 -2.17637  0.0585
11 N 2.33976 2.41135 -2.34986  0.1147
12 N 1.61479 0.22565 1.90778  -0.3227
13 N -1.74210 1.99425 -0.89182  0.1658
14 N 2.79995 -1.46786 -0.54782  0.0333
15 N 5.67553 -4.32927 -2.71650  0.0257
16 N -4.03449 2.38926 -1.09797  0.1479
17 C 1.58045 2.22855 -0.31831  -0.1814
18 C 0.69687 -1.75093 -4.35462  -0.0141
19 C -1.55542 1.85249 -3.30368  -0.0118
20 C 3.21516 1.83227 5.40578  -0.0960
21 C 3.44162 -1.34410 3.55195  -0.5856
22 C -3.15981 -0.58922 3.88078  -0.0518
23 C -1.99816 -1.33822 3.77451  -0.1017
24 C -1.54714 4.03044 -2.28202  -0.2333
25 C 4.31608 -1.97589 2.45322  -0.0920
26 C -1.34713 3.79711 -4.68474  -0.1099
27 C -1.58713 4.67718 0.10431  -0.0638
28 C 4.21640 -1.30494 4.87154  -0.0978
29 C -3.49304 0.24834 2.84169  -0.2488
30 C 1.53384 0.30276 -3.37579  -0.1094
31 C -5.73943 0.64698 -0.77502  -0.0141
32 C -2.92213 1.82875 -0.43775  -0.3641
33 C 1.98146 -0.22714 -5.71366  -0.1365
34 C 4.02477 2.76821 2.18459  -0.1057
35 C -1.61186 2.63117 -2.14168  -0.2231
36 C 2.27564 3.05966 -1.12737  -0.0879
37 C 5.06276 -3.37880 -2.42955  -0.4538
38 C -1.20486 -1.20499 2.64612  -0.2561
39 C 4.34765 1.26920 2.28428  -0.5714
40 C 2.15505 1.31248 4.43080  -0.5840
41 C -6.36057 2.85023 -1.50497  -0.2456
42 C -5.38626 4.96113 -0.91537  -0.0630
43 C -1.41464 4.58845 -3.55259  -0.0337
44 C 0.76829 -0.89203 -3.20886  -0.4081
45 C -7.06356 0.24457 -0.86455  -0.0982
46 C 1.26857 -1.42919 -5.55728  -0.1169
47 C 5.61901 1.12862 3.12499  -0.0974
48 C 2.24302 -2.29788 3.69560  -0.1107
49 C 2.10428 0.60249 -4.62135  -0.0704
50 C -5.35970 1.95239 -1.10233  -0.1646
51 C 4.61980 0.78692 0.84799  -0.0999
52 C 3.56449 -1.89562 -1.32474  -0.3339
53 C 1.68389 1.22333 -2.26303  -0.2611
54 C -1.49390 -0.34164 1.59109  -0.1351
55 C 1.18481 0.40507 5.19982  -0.1037
56 C -2.67370 0.39750 1.69884  -0.1698
57 C -5.84749 0.22727 3.05744  -0.0941
58 C 1.29768 2.47934 3.90747  -0.1063
59 C -1.42009 2.41613 -4.56050  -0.0907
60 C -7.67433 2.42984 -1.62681  -0.0229
61 C -8.03680 1.12980 -1.30550  -0.1086
62 H -2.56356 4.38870 0.50587  0.0772
63 H -0.33122 -1.84539 2.57609  -0.0394
64 H -1.23011 4.25737 -5.65906  0.0905
65 H 1.69743 -0.38844 5.74717  0.0563
66 H 6.39766 1.76561 2.68528  0.0820
67 H -3.77445 3.00650 -1.85076  0.1292
68 H -5.43034 4.53814 0.08858  0.0974
69 H -1.58260 0.77667 -3.17497  0.1195
70 H -5.87833 5.93356 -0.91415  0.0853
71 H 2.66614 1.52333 -4.75180  0.0902
72 H 1.17509 -2.10893 -6.39752  0.0881
73 H -5.91570 -0.55402 2.29385  0.0930
74 H -3.80090 -0.65498 4.75274  0.1010
75 H 3.10931 2.93542 1.62179  0.0475
76 H 5.32405 -1.55995 2.41644  0.0573
77 H 2.43718 0.03475 -6.66046  0.0775
78 H -1.71801 -2.02808 4.56489  0.0982
79 H 2.73217 4.02039 -0.96084  0.1026
80 H 3.84544 1.03041 5.79484  0.0530
81 H 1.89351 3.31140 3.53134  0.0544
82 H 0.66870 2.86150 4.72137  0.0751
83 H 3.86255 2.58855 4.96087  0.0505
84 H -6.69389 0.90669 2.95359  0.0845
85 H 3.93567 3.24852 3.15819  0.0488
86 H -0.87482 3.89295 0.31952  0.0744
87 H 0.15115 -2.67909 -4.21890  0.1109
88 H 2.80763 2.74801 -3.16611  0.1287
89 H 0.64790 2.11556 3.10648  0.0606
90 H 3.68976 0.64704 0.30119  0.0340
91 H -9.06936 0.81504 -1.40009  0.0921
92 H 6.00245 0.10942 3.13179  0.0539
93 H 1.49843 -1.96164 4.41630  0.0542
94 H -7.32654 -0.77570 -0.61157  0.1000
95 H -1.26559 5.59968 0.58573  0.0854
96 H 1.75275 -2.44229 2.73166  -0.0084
97 H 0.45799 -0.03916 4.51762  0.0601
98 H 3.84857 -1.87168 1.47256  0.0461
99 H 5.22274 1.53344 0.31465  0.0810
100 H 5.47327 1.45179 4.15918  0.0552
101 H 4.41215 -3.04862 2.65310  0.0880
102 H -8.40819 3.15165 -1.96750  0.1126
103 H 0.63421 1.00803 5.93239  0.0788
104 H -1.37222 5.66937 -3.62269  0.1081
105 H 4.84174 3.26700 1.64798  0.0798
106 H 2.70849 2.29990 6.26027  0.0801
107 H -5.89043 -0.24797 4.04082  0.0735
108 H -1.34114 1.77787 -5.43203  0.1010
109 H 4.63116 -2.30349 5.05684  0.0824
110 H 1.32576 2.31111 0.72712  0.0711
111 H 2.61239 -3.27903 4.01808  0.0855
112 H -4.34287 5.09817 -1.19940  0.0708
113 H 5.16170 -0.15749 0.81875  0.0634
114 H 3.57034 -1.05978 5.71695  0.0555
115 H -4.97319 -0.06433 -0.49208  0.1241
116 H 5.04881 -0.59901 4.85644  0.0489
117 H -4.19149 1.54676 1.07039  0.1096


No. 2
Entry from the Open Molecules 2025 dataset: a single C2H4O3 molecule in a non-equilibrium geometry (ωB97M-V/def2-TZVPD).

Calculated values
Kohn-Sham gap	11.58	eV
ΔE to the lowest compared entry with this formula, charge and spin	98.6	kcal/mol
HOMO level	-10.776	eV

Last column: natural (NBO) charge in e.
Atoms and positions in Å:
1 O 0.73284 -1.47969 -0.33706  -0.2443
2 O -0.38517 -1.55280 0.56798  -0.2553
3 O -0.99116 0.03962 -1.33611  -0.7349
4 C -0.07249 -0.41308 -0.15992  0.7169
5 C 0.49769 0.77421 0.56718  -0.6801
6 H 1.26313 1.21249 -0.12421  0.2365
7 H -1.81561 -0.38004 -1.24394  0.4788
8 H -0.36198 1.36378 0.68757  0.2381
9 H 1.13277 0.43551 1.37851  0.2443